Record 1
ORCA calculation (ωB97M-V/def2-TZVPD) on a structure of composition C34H61BeCl2CsF3LiN2O16S at a distorted geometry.

Element x y z (Å)
C -1.6973 -1.5910 2.8611
C -1.3234 -1.5046 1.6146
C 0.0758 -1.9313 1.1355
C 1.0205 -1.6418 2.3455
O 1.0253 -0.2813 2.7149
C 1.4003 -0.1861 4.0812
C 2.1704 1.1209 4.3670
C 1.9111 2.2284 3.3138
C 3.1147 2.3270 2.3215
C 2.7314 2.2322 0.8464
N 2.2155 3.4996 0.3003
C 0.6493 -0.9898 0.0280
C -0.2616 0.1631 -0.4239
O -0.3197 1.2100 0.5243
C 0.3882 0.7986 -1.7010
F -0.1817 0.2544 -2.7310
F 0.1688 2.0739 -1.8208
F 1.7941 0.4794 -1.7893
O 0.2912 -3.2802 0.8788
C -0.6919 -4.0380 0.1760
C -1.3111 -3.3781 -1.0790
C -0.2982 -3.5156 -2.2288
O 0.0003 -4.5416 -2.6980
C -1.7256 -4.7528 1.1046
C -3.1781 -4.2842 0.9781
C -3.9521 -4.4544 2.3137
C -5.3511 -3.8051 2.2438
C -5.3166 -2.2814 2.1512
O -6.5830 -1.6928 2.3507
C -6.8260 -0.6743 1.3999
C -7.9861 0.2042 1.8977
H -2.3903 -0.8577 3.2525
H -1.3859 -2.4018 3.5109
H -2.1056 -1.1537 0.9397
H 2.0314 -1.8922 1.9806
H 0.8093 -2.3430 3.1513
H 2.0508 -1.0105 4.3841
H 0.5060 -0.2517 4.7120
H 1.9434 1.5146 5.3577
H 3.2297 0.8608 4.4100
H 1.8749 3.1778 3.8527
H 0.9470 2.1025 2.8229
H 3.6316 3.2685 2.5229
H 3.8580 1.5493 2.5003
H 2.0202 1.4204 0.6934
H 3.6554 1.9478 0.2871
H 2.1879 3.4294 -0.7110
H 1.2445 3.5807 0.5854
H 0.9155 -1.5486 -0.8750
H 1.5732 -0.5233 0.3765
H -1.2637 -0.1320 -0.7245
H -1.2579 1.2923 0.7351
H -0.1364 -4.8836 -0.2330
H -1.6179 -2.3378 -0.9496
H -2.1898 -3.9141 -1.4385
H 0.1138 -2.5512 -2.6274
H -1.6023 -5.8457 1.0362
H -1.3931 -4.4989 2.1173
H -3.6839 -4.9568 0.2740
H -3.3281 -3.2538 0.6568
H -3.3515 -3.9258 3.0639
H -4.0528 -5.5091 2.5553
H -5.9774 -4.0890 3.0897
H -5.7974 -4.1923 1.3217
H -4.9986 -2.0283 1.1286
H -4.5299 -1.8705 2.8028
H -5.9646 -0.0076 1.2726
H -7.0877 -1.0751 0.4158
H -7.9188 1.2161 1.5147
H -8.9321 -0.2495 1.6026
H -7.9382 0.1985 2.9888
Be 3.4259 0.8525 -1.9261
Cl 5.8559 0.4272 -2.7116
N 1.3653 6.5957 1.0936
C 1.6143 7.8985 0.7869
C 0.4224 8.5042 0.4596
C -0.5934 7.5269 0.5806
C 0.0187 6.3545 0.9797
H 2.0575 5.9155 1.3632
H 2.6173 8.2886 0.8239
H 0.2964 9.5330 0.1690
H -1.6594 7.6629 0.4004
H -0.3910 5.3718 1.1936
C 9.2492 1.1017 -5.9140
S 8.9699 -0.3551 -4.8973
O 8.8331 0.1080 -3.4835
C 10.6241 -1.0340 -5.0792
H 8.3407 1.7005 -5.9070
H 10.0746 1.6862 -5.5068
H 9.4726 0.7923 -6.9347
H 11.3617 -0.3139 -4.7243
H 10.8017 -1.2728 -6.1273
H 10.6858 -1.9424 -4.4840
C -4.9780 3.8705 -3.2689
C -6.0318 3.3716 -2.2570
O -5.9213 2.1700 -1.9337
O -6.8442 4.2321 -1.8932
H -4.2838 3.0711 -3.5484
H -5.4642 4.2381 -4.1736
H -4.4142 4.6792 -2.8235
Li -0.6223 5.6119 -0.9152
C -4.1739 7.4242 1.7840
O -3.9767 7.3036 0.4418
H -3.3450 7.0668 2.4462
H -4.3393 8.4547 2.1653
H -5.0460 6.8833 2.2024
Cs -2.9477 5.9979 -1.9699
C 3.6380 -4.3905 -4.2998
C 3.1245 -3.0814 -3.7514
O 4.3006 -2.2583 -3.7472
C 5.1589 -2.7701 -4.6777
O 6.1466 -2.2305 -5.0403
O 4.7275 -3.9716 -5.1287
H 2.8911 -4.9255 -4.8797
H 4.0201 -5.0507 -3.5200
H 2.3732 -2.6214 -4.3990
H 2.7144 -3.1809 -2.7474
O -2.2210 -7.2913 2.9139
Cl -1.1568 -8.2675 2.7919
O -1.4184 -9.1128 1.6516
O -1.1014 -9.0673 3.9872
O 0.1058 -7.5793 2.6022

Output
E_HOMO   -7.55 eV

---

Record 2
ORCA calculation (ωB97M-V/def2-TZVPD) on a cluster of 4 separate species, C34H61Br2F4N3O9S in total at a distorted geometry.

Element x y z (Å)
C 4.0872 -2.6807 -4.2098
C 2.8866 -2.8562 -5.3519
C 2.0832 -4.2788 -5.0962
O 2.7345 -5.4517 -5.1521
O 0.6183 -4.3668 -4.8163
C 0.3843 -3.9653 -3.3829
C 0.2895 -2.3730 -3.1345
C -0.8270 -1.6978 -2.1591
O -2.0968 -2.1316 -2.7818
C -0.7863 -0.0566 -2.4366
C -2.2564 0.7191 -2.4544
C -2.3174 2.0027 -1.3732
C -3.8411 2.6786 -1.5237
N -4.3937 3.0788 -0.1503
C -0.0752 0.5266 -3.7618
F 1.3785 0.3182 -3.9669
F -0.0750 2.0404 -3.5706
C -0.7381 0.3165 -5.2319
F -1.8018 -0.6949 -5.3495
F 0.2774 -0.0249 -6.2990
O -0.1090 0.7400 -1.4080
S 1.1782 0.1384 -0.6003
O 1.4287 1.1893 0.5654
O 2.5781 0.1853 -1.3238
C 0.7543 -1.5863 0.0909
C 2.0582 -2.4926 -0.2080
C 0.7842 -1.4078 1.7221
C 2.2553 -1.2440 2.4191
N 2.4282 -1.8601 3.6642
C -0.7093 -2.1183 -0.5434
C -1.7913 -1.2542 0.4096
C -3.3372 -1.1475 0.0633
N -4.2862 -1.5742 1.2124
C -1.0943 -3.6233 -0.0866
Br 0.1918 -5.1994 -0.3326
C -2.5377 -4.2915 -0.4489
C -2.5282 -5.7913 -1.1381
Br -3.4441 -4.7836 1.3293
H 4.2113 -3.6815 -3.6081
H 5.1089 -2.4320 -4.7470
H 3.8418 -1.8316 -3.4264
H 3.4386 -2.9455 -6.3860
H 2.1919 -1.9090 -5.3581
H 1.3831 -4.3441 -2.8453
H -0.5690 -4.5570 -3.0793
H 0.1210 -2.0595 -4.2772
H 1.3967 -1.9894 -2.9036
H -2.1744 -3.1080 -2.9096
H -3.2000 0.0785 -2.3140
H -2.4831 1.3034 -3.4734
H -1.5796 2.8712 -1.6700
H -2.2430 1.6653 -0.2587
H -4.5087 1.8580 -2.0310
H -3.7564 3.6764 -2.1611
H -4.0546 4.0220 0.1414
H -4.1254 2.3664 0.5836
H -1.2176 1.3439 -5.6102
H 2.1079 -3.3219 0.6570
H 3.1059 -1.9785 -0.1193
H 2.0760 -3.1223 -1.1896
H 0.1798 -0.4549 2.1235
H 0.2459 -2.3222 2.2566
H 3.1108 -0.5999 1.9370
H 1.5334 -2.3394 3.9416
H -1.4009 -0.1392 0.6182
H -1.8541 -1.6942 1.5216
H -3.6295 0.0116 -0.0194
H -3.7726 -1.6091 -0.9040
H -3.9865 -1.0801 2.0949
H -5.2051 -1.1427 0.9228
H -1.0600 -3.6120 1.1293
H -3.2776 -3.6788 -1.0868
H -2.3033 -6.6677 -0.3615
H -1.9712 -5.8893 -2.1487
H -3.6784 -5.9743 -1.4092
C 4.2467 -0.9714 8.7782
C 4.3448 -0.0167 7.6164
C 3.2003 -0.4699 6.7364
O 2.1895 -0.9970 7.6069
C 2.7504 -1.1467 8.9185
H 4.7201 -0.6024 9.6915
H 4.7119 -1.9282 8.5126
H 4.1667 1.0082 7.9627
H 5.3111 -0.0423 7.1064
H 3.5121 -1.2737 6.0612
H 2.7827 0.3456 6.1388
H 2.3182 -0.3688 9.5573
H 2.4786 -2.1242 9.3264
C -7.4158 7.0188 2.0522
C -6.9452 5.7398 2.6953
C -6.0174 5.1776 1.6406
O -5.4525 6.2968 0.9439
C -6.1762 7.4778 1.3161
H -7.7866 7.7590 2.7657
H -8.2169 6.8010 1.3358
H -6.3799 5.9691 3.6064
H -7.7559 5.0558 2.9590
H -6.5654 4.5719 0.9111
H -5.2164 4.5680 2.0687
H -5.5279 8.0758 1.9659
H -6.4109 8.0634 0.4230
C 6.4167 3.4938 -1.8620
C 5.0825 3.3535 -1.1757
C 5.0847 1.8946 -0.7741
O 6.4520 1.5289 -0.5420
C 7.2948 2.5785 -1.0372
H 6.7868 4.5215 -1.8975
H 6.3466 3.1183 -2.8899
H 5.0572 3.9871 -0.2813
H 4.2322 3.6206 -1.8083
H 4.7012 1.2599 -1.5800
H 4.4952 1.7073 0.1281
H 7.7152 3.1048 -0.1733
H 8.1160 2.1491 -1.6178

Output
E_HOMO   -9.03 eV
SMILES   [H]/N=C\C[C@@]1(C)[C@](CCN)([C@H](Br)[C@@H](C)Br)[C@](O)(CCOC(=O)CC)[C@](CCCN)(C(F)(F)C(F)F)OS1(=O)=O.C1CCOC1.C1CCOC1.C1CCOC1

---

Record 3
ORCA calculation (ωB97M-V/def2-TZVPD) on a structure of composition C34H62BiN2O6SbSi3.

Element x y z (Å)
Bi 0.8772 0.8036 0.3047
C -0.4282 3.7698 2.3632
C -1.3194 2.6179 1.9517
O -0.6934 1.3294 2.1267
C -0.4841 0.8944 3.4775
C 0.9296 1.1896 3.9135
O 1.7907 0.6970 2.8903
C 3.1770 0.8635 3.1996
C 3.6740 2.1596 2.6192
O 3.4738 2.1146 1.2062
C 4.6180 1.7600 0.4383
C 4.1528 0.8195 -0.6484
O 2.9096 1.2372 -1.2292
C 2.9928 2.3518 -2.1437
C 2.7712 3.6953 -1.4937
O 1.4562 3.7091 -0.9697
C 1.1271 4.8727 -0.2190
C 1.4983 4.7108 1.2379
O 0.8651 3.5648 1.8116
H -0.3502 3.8469 3.4519
H -0.8862 4.6976 2.0072
H -1.5446 2.6767 0.8904
H -2.2646 2.6289 2.4985
H -0.6678 -0.1796 3.4815
H -1.2083 1.3729 4.1388
H 1.1309 0.6623 4.8511
H 1.1029 2.2563 4.0630
H 3.7034 0.0226 2.7448
H 3.3303 0.8165 4.2800
H 4.7241 2.3268 2.8660
H 3.0910 2.9977 2.9989
H 5.3694 1.2469 1.0450
H 5.0816 2.6635 0.0352
H 3.9485 -0.1578 -0.2137
H 4.9052 0.6979 -1.4306
H 2.2245 2.1800 -2.8980
H 3.9672 2.3265 -2.6360
H 2.8811 4.4637 -2.2673
H 3.5043 3.8953 -0.7094
H 0.0476 5.0150 -0.3177
H 1.6107 5.7589 -0.6410
H 1.2470 5.6164 1.7970
H 2.5699 4.5394 1.3352
C 0.4752 -0.5719 -2.7367
Sb -0.3654 -1.9353 -1.2429
C 1.1333 -1.3937 0.4235
C 0.4659 -1.9602 1.6472
C 1.1684 -2.2443 2.8249
C 0.5167 -2.8599 3.8756
C -0.8348 -3.1626 3.7481
C -1.4602 -2.8412 2.5601
N -0.8303 -2.2660 1.5289
Si 2.5973 -2.5475 -0.0835
C 4.0553 -2.3700 1.0868
C 2.0216 -4.3082 0.0868
C 3.1980 -2.2171 -1.8282
C -2.3835 -1.1239 -1.5144
C -2.3210 0.3195 -1.9095
C -3.2150 0.8347 -2.8546
C -3.1665 2.1613 -3.2298
C -2.2075 2.9828 -2.6589
C -1.3528 2.4138 -1.7390
N -1.3957 1.1305 -1.3579
Si -3.7399 -1.2264 -0.1357
C -4.1231 -2.9961 0.3054
C -3.3313 -0.2185 1.3726
C -5.2818 -0.3566 -0.7433
Si -2.9560 -2.3709 -2.9261
C -2.6080 -4.1435 -2.3983
C -4.7678 -2.3237 -3.3790
C -1.9902 -2.0294 -4.4924
H 1.1872 -1.1317 -3.3388
H 0.9610 0.3444 -2.4019
H -0.3584 -0.2720 -3.3684
H 2.2138 -1.9884 2.9055
H 1.0529 -3.1015 4.7850
H -1.3888 -3.6429 4.5425
H -2.5160 -3.0449 2.4252
H 3.9108 -2.9437 2.0037
H 4.3054 -1.3439 1.3667
H 4.9333 -2.7886 0.5866
H 1.6309 -4.5121 1.0870
H 2.8924 -4.9551 -0.0603
H 1.2670 -4.5970 -0.6428
H 4.2901 -2.2681 -1.8411
H 2.9042 -1.2574 -2.2476
H 2.8348 -3.0006 -2.4982
H -3.9602 0.1850 -3.2905
H -3.8614 2.5450 -3.9658
H -2.1118 4.0254 -2.9275
H -0.5610 3.0073 -1.3031
H -3.2367 -3.5646 0.5908
H -4.6087 -3.5406 -0.5058
H -4.8162 -2.9943 1.1523
H -2.5021 -0.5839 1.9668
H -4.2287 -0.1665 1.9966
H -3.1060 0.7943 1.0373
H -5.5935 -0.5816 -1.7596
H -5.1556 0.7263 -0.6647
H -6.1067 -0.6315 -0.0788
H -2.3051 -4.2765 -1.3620
H -1.8204 -4.5716 -3.0236
H -3.5079 -4.7451 -2.5522
H -5.4342 -2.5714 -2.5536
H -4.8883 -3.1107 -4.1312
H -5.1144 -1.3964 -3.8379
H -0.9353 -2.3005 -4.4128
H -2.0561 -0.9942 -4.8356
H -2.4174 -2.6584 -5.2795

Output
E_HOMO   -12.70 eV
Total charge   +2

---

Record 4
ORCA calculation (ωB97M-V/def2-TZVPD) on a structure of composition C34H62F8LiO27P at a distorted geometry.

Element x y z (Å)
Li -4.3254 4.0273 -0.4974
P -1.1716 0.5060 -1.6806
F -2.0715 1.1152 -0.4174
F -0.6606 -0.7565 -0.7660
F -2.4529 -0.2823 -2.0907
F -0.3453 0.0073 -3.0037
F -1.7662 1.8847 -2.3388
F 0.1108 1.3886 -1.2392
C 2.6038 2.9836 10.7468
C 3.2784 3.4813 9.4389
O 2.4412 2.9035 8.3497
C 2.6803 2.9715 7.0187
O 3.6968 3.4638 6.4757
O 1.7605 2.1724 6.4617
C 1.9337 1.8547 5.1032
H 1.7231 3.5422 11.0635
H 3.3069 3.0710 11.5752
H 2.3109 1.9339 10.7642
H 4.2629 3.0610 9.2337
H 3.1244 4.5476 9.2730
H 2.8941 1.3467 5.0151
H 1.7511 2.7646 4.5315
H 1.1466 1.1960 4.7362
C 5.9080 -3.3142 0.9441
C 7.3073 -2.8954 1.4859
O 7.1072 -1.7345 2.2526
C 7.6580 -1.4168 3.4405
O 7.3112 -0.5488 4.2518
O 8.7565 -2.2012 3.6657
C 9.4368 -2.2204 4.8684
H 5.2577 -3.7694 1.6912
H 5.8816 -3.9070 0.0298
H 5.3595 -2.4708 0.5247
H 7.8630 -2.6153 0.5911
H 7.8209 -3.6465 2.0861
H 8.7453 -2.4416 5.6814
H 9.8588 -1.2566 5.1532
H 10.0857 -3.0947 4.9199
C -4.7305 4.2357 7.2159
C -5.1903 4.6945 5.8173
O -6.4756 4.1998 5.5231
C -6.5794 3.5677 4.3919
O -5.7012 3.4926 3.4610
O -7.7892 2.9286 4.3509
C -8.0276 1.8493 3.4672
H -4.3666 3.2103 7.1515
H -5.5270 4.2601 7.9595
H -3.7384 4.5486 7.5414
H -4.4515 4.3122 5.1129
H -5.1092 5.7772 5.7203
H -8.2465 2.0801 2.4246
H -8.8317 1.2664 3.9163
H -7.1239 1.2480 3.5660
C 6.1458 -0.4100 -5.7084
C 7.0399 0.0370 -4.5050
O 8.3025 -0.5643 -4.4062
C 9.1658 -0.2947 -3.4633
O 8.9934 0.5420 -2.6202
O 10.1069 -1.2343 -3.4919
C 11.2748 -1.0434 -2.7567
H 6.7018 -0.2013 -6.6224
H 5.2200 0.1649 -5.7304
H 5.9970 -1.4889 -5.6630
H 6.5210 -0.2758 -3.5988
H 7.2027 1.1089 -4.6169
H 12.1656 -1.2403 -3.3531
H 11.2644 -1.6881 -1.8778
H 11.4366 -0.0635 -2.3076
C -7.5954 -3.3654 -11.6189
C -7.3325 -2.7781 -10.1842
O -6.0608 -2.1544 -10.1407
C -5.7468 -1.2282 -9.1998
O -6.5363 -0.6624 -8.4379
O -4.4736 -1.0327 -9.2362
C -3.7730 -0.1730 -8.3240
H -6.8563 -4.1314 -11.8538
H -7.5355 -2.5959 -12.3885
H -8.6309 -3.7032 -11.6620
H -7.4546 -3.5485 -9.4228
H -8.1280 -2.0606 -9.9828
H -3.8337 0.8749 -8.6178
H -2.7286 -0.4622 -8.2075
H -4.1979 -0.1215 -7.3215
C 8.1883 9.3073 2.2015
C 7.0022 8.6757 2.8805
O 6.2609 8.0399 1.9050
C 6.5111 6.7606 1.7019
O 7.3465 6.0399 2.3489
O 5.7425 6.2792 0.6014
C 6.1104 5.0709 0.0120
H 8.9417 8.7513 1.6434
H 8.8331 9.8434 2.8978
H 7.8699 10.1149 1.5423
H 6.2901 9.4059 3.2650
H 7.3803 7.9595 3.6099
H 6.0831 4.1734 0.6301
H 7.0668 5.2550 -0.4774
H 5.4001 4.8620 -0.7879
C -8.3076 -4.4562 -3.5434
C -8.9092 -2.9955 -3.5476
O -10.0528 -2.9193 -2.6948
C -10.9127 -2.0217 -3.0015
O -10.7699 -1.1741 -3.8869
O -11.9414 -2.1989 -2.2056
C -13.0140 -1.1901 -2.2877
H -9.0222 -5.2709 -3.6598
H -7.9178 -4.5988 -2.5355
H -7.4647 -4.6208 -4.2147
H -9.1889 -3.0067 -4.6010
H -8.1004 -2.2886 -3.3624
H -12.7835 -0.2260 -2.7410
H -13.2788 -0.9096 -1.2682
H -13.9675 -1.5951 -2.6267
C -2.9713 -4.9006 4.3753
C -3.8463 -4.1142 3.4499
O -3.9885 -2.8365 4.1011
C -3.6026 -2.8991 5.3062
O -3.7226 -1.9225 6.1210
O -2.9654 -4.0946 5.5180
F -5.0714 -4.6626 3.2136
H -2.0105 -4.9954 3.8695
H -3.4221 -5.8930 4.3862
H -3.3415 -3.9780 2.4935
C -0.8618 -6.0398 -3.6259
C 0.5603 -6.3219 -3.2446
O 1.1652 -5.6538 -4.3772
C 0.4702 -5.6349 -5.4497
O 0.7588 -5.2267 -6.6043
O -0.7344 -6.2129 -5.1026
F 0.6934 -7.6197 -3.1134
H -1.1292 -5.0410 -3.2809
H -1.5036 -6.7771 -3.1436
H 0.7729 -5.7703 -2.3289

Output
E_HOMO   -10.18 eV

---

no.,calculated total energy (hartree)
1,-4305.26329
2,-8118.57230
3,-3216.53130
4,-4512.03935